No. 1
Density functional theory data (ωB97M-V with the def2-TZVPD basis set) for a single C6H7FN2O2S molecule.

Geometry as XYZ:
```
19
Properties=species:S:1:pos:R:3:forces:R:3
N 2.2235 1.2678 -2.5678 -1.4 -5.3 -1.0
S 1.2757 -0.0220 -1.7573 0.9 5.2 -0.1
O 0.6017 -0.7654 -2.7321 -0.6 -1.1 -0.9
O 2.0760 -0.5353 -0.7036 0.0 -0.2 -0.2
N -0.0892 1.1283 -0.9302 2.2 -0.7 -3.7
F 0.7743 2.2363 -0.6105 -1.0 -0.8 1.1
C -0.5190 0.3623 0.1207 -1.5 -0.5 3.0
C -0.1801 0.6819 1.4269 0.4 -1.4 0.9
C -0.5425 -0.1929 2.4803 0.1 -1.5 -0.8
C -1.3925 -1.2745 2.1855 0.2 0.7 0.4
C -1.8415 -1.5082 0.8778 -1.2 -1.7 2.1
C -1.4016 -0.7578 -0.1275 1.9 2.0 -3.2
H 2.4231 1.9286 -1.9320 1.2 2.6 3.2
H 1.7145 1.7297 -3.2821 -1.0 0.0 -0.9
H 0.5712 1.4111 1.6712 0.0 0.5 -0.3
H 0.0793 -0.2599 3.3978 -1.0 0.7 -0.4
H -1.7001 -1.9961 2.9363 0.2 0.2 0.1
H -2.5449 -2.3649 0.7360 0.8 0.8 -0.2
H -1.5278 -1.0689 -1.1895 -0.3 0.5 0.9
```
Forces are in eV/Å.

## Properties
* energy relative to the best compared isomer or geometry (same formula, charge and spin): 3.0866 eV
* structure (SMILES): NS(=O)(=O)N(F)c1ccccc1
* charge: 0

=====

No. 2
Density functional theory data (ωB97M-V with the def2-TZVPD basis set) for a single C6H7FO molecule.

Geometry as XYZ:
```
15
Properties=species:S:1:pos:R:3:forces:R:3
C -1.2707 1.2201 0.3019 -1.8 1.4 0.0
C -1.9240 0.1307 0.0189 2.6 -4.4 -1.0
C 0.1772 1.1300 0.6037 2.8 -0.2 -1.2
C 1.2158 0.3603 -0.3772 -0.7 1.6 3.5
C -0.2795 -1.6597 -0.2900 -3.2 1.7 -1.2
C 1.0123 -1.0606 -0.3730 0.3 -1.6 -0.1
O 0.3399 -1.7286 0.8584 2.8 0.3 1.0
F -3.1532 -0.3078 -0.1153 -0.2 1.0 -0.1
H -1.8435 2.2040 0.4052 0.9 -1.3 0.1
H 0.5797 2.1325 0.7087 0.0 0.1 0.3
H 0.4180 0.5277 1.4640 -0.6 0.4 1.0
H 1.0778 0.6024 -1.3446 -0.6 1.3 -3.6
H 2.2846 0.5649 -0.1792 -0.6 0.3 0.5
H -0.5126 -2.6115 -0.7532 -0.9 0.2 -0.3
H 1.8783 -1.5044 -0.9282 -1.0 -0.8 1.1
```
Forces are in eV/Å.

## Properties
* energy relative to the best compared isomer or geometry (same formula, charge and spin): 6.1153 eV
* charge: 0

=====

No. 3
Density functional theory data (ωB97M-V with the def2-TZVPD basis set) for a 2-piece molecular cluster, C6H7FO overall.

Geometry as XYZ:
```
15
Properties=species:S:1:pos:R:3:forces:R:3
F 2.6550 2.2388 0.8663 -1.1 -1.3 0.0
C 1.7083 1.2281 0.9724 -0.3 -0.3 -0.1
C 1.4985 0.6217 2.2260 -0.2 0.4 -0.7
C 0.4343 -0.3001 2.3878 0.1 1.0 -0.4
C -0.4187 -0.5907 1.2931 1.3 -0.6 0.7
C -0.0704 -0.0808 0.0413 -1.2 0.5 -0.4
C 0.9338 0.8454 -0.1550 1.3 1.0 1.0
H 2.1225 0.9594 3.0640 -0.4 -0.3 -0.3
H 0.2651 -0.6341 3.4200 -0.1 -0.2 -0.7
H -1.2400 -1.3144 1.3794 0.3 0.5 0.1
H -0.7330 -0.2239 -0.8225 0.3 -0.4 0.4
H 1.0805 1.3354 -1.1265 0.0 -0.3 0.5
O -2.9722 -1.1436 -4.2664 0.7 -0.7 -0.7
H -3.2617 -1.6406 -5.0648 0.4 0.5 0.9
H -2.0021 -1.3004 -4.2149 -1.1 0.1 -0.1
```
Forces are in eV/Å.

## Properties
* energy relative to the best compared isomer or geometry (same formula, charge and spin): 0.0000 eV
* structure (SMILES): Fc1ccccc1.O
* charge: 0

=====

No. 4
Density functional theory data (ωB97M-V with the def2-TZVPD basis set) for a single C6H7FS molecule.

Geometry as XYZ:
```
15
Properties=species:S:1:pos:R:3:forces:R:3
F 1.9628 -0.8748 -1.4583 1.5 -1.1 -2.6
C 1.5585 -0.4331 -0.2822 -0.8 1.0 2.1
C 1.1651 1.0231 -0.4439 7.1 2.0 0.3
C -0.0557 1.2932 -0.5283 -9.4 0.4 -1.5
C -0.9348 0.0231 -0.2012 1.4 0.3 -2.5
S -2.5267 -0.3289 -1.0135 -0.4 0.7 2.9
C -0.4744 -0.4115 1.0786 -1.5 0.6 6.0
C 0.2176 -1.0634 0.0307 -0.3 0.0 -0.4
H 2.4489 -0.4879 0.4515 -1.6 -0.4 -0.7
H 2.0434 1.7974 -0.4116 -1.8 -1.4 -0.4
H -0.9108 2.0746 -0.8249 3.1 -0.7 0.8
H -3.3786 -0.0391 0.1832 1.5 -0.5 -2.2
H 0.0739 0.3879 1.5403 0.2 0.2 0.6
H -1.0599 -0.8953 1.9112 0.3 0.0 -1.5
H -0.1292 -2.0654 -0.0315 0.6 -0.9 -0.8
```
Forces are in eV/Å.

## Properties
* energy relative to the best compared isomer or geometry (same formula, charge and spin): 3.3042 eV
* structure (SMILES): F[C@H]1C=C[C@]2(S)C[C@H]12
* charge: 0

=====

No. 5
Density functional theory data (ωB97M-V with the def2-TZVPD basis set) for an isolated ion of composition C6H7I2N2 and charge +1.

Geometry as XYZ:
```
17
Properties=species:S:1:pos:R:3:forces:R:3
C -2.6386 -0.4922 1.7026 0.2 0.4 0.1
C -1.2697 -0.3354 1.1385 0.5 0.0 0.3
I 0.2526 0.0430 2.5463 -0.1 -0.1 -0.1
C -0.9682 -0.3716 -0.1540 -0.2 -0.4 0.1
I -2.4463 -0.6462 -1.5984 0.2 0.0 -0.1
N 0.3785 -0.2093 -0.6111 -0.1 0.4 -0.4
C 1.3499 -1.1650 -0.8224 0.3 0.3 0.1
C 2.4735 -0.4976 -1.1920 -0.2 -0.6 -0.1
N 2.1502 0.8293 -1.2552 -0.4 0.4 0.2
C 0.8811 0.9876 -0.8931 0.0 -0.3 0.0
H -2.5941 -0.5580 2.7783 -0.1 -0.2 0.2
H -3.2066 0.4048 1.4663 -0.2 0.1 -0.1
H -3.1506 -1.3450 1.2782 -0.1 -0.2 -0.1
H 1.1757 -2.2083 -0.6706 -0.1 -0.2 0.1
H 3.4466 -0.8758 -1.4251 0.2 0.0 -0.1
H 2.7569 1.5869 -1.5210 0.2 0.0 0.0
H 0.3107 1.8907 -0.8191 0.1 0.3 0.0
```
Forces are in eV/Å.

## Properties
* structure (SMILES): C/C(I)=C(\I)n1cc[nH+]c1
* charge: +1

=====

No. 6
Density functional theory data (ωB97M-V with the def2-TZVPD basis set) for C6H7LiO3Rb as an isolated structure.

Geometry as XYZ:
```
18
Properties=species:S:1:pos:R:3:forces:R:3
O 0.7516 -0.9819 3.5322 -1.2 0.1 0.7
C -0.2019 -0.3564 2.6492 1.6 -0.4 0.3
C 0.0053 -1.1159 1.3683 -2.4 1.1 -1.6
O -0.1351 -0.5914 0.2723 0.6 -0.3 0.4
H 1.6403 -0.8123 3.2073 0.0 0.2 0.0
H -0.0373 0.7298 2.6521 0.1 -0.2 -0.7
H -1.2672 -0.4696 2.9176 0.6 -0.6 0.5
H 0.0064 -2.2240 1.4435 0.6 0.3 0.2
Rb -1.2517 1.7541 -1.9428 0.2 -0.2 0.6
C 1.9975 3.1362 2.1528 0.3 0.8 -0.6
C 1.5479 3.7844 1.0777 0.1 -0.5 0.3
C 1.1076 4.3465 0.0271 -0.3 0.2 -0.5
C 0.5932 4.8632 -1.1071 0.6 0.2 1.9
O 0.1573 4.1266 -2.0949 -0.3 -0.5 -2.2
Li 0.1961 4.4507 -3.8697 0.2 0.2 0.7
H 2.4470 2.1474 2.0472 -0.6 0.1 0.1
H 2.1712 3.6823 3.0827 0.0 -0.2 -0.3
H 0.5335 5.9564 -1.2160 -0.2 -0.3 0.2
```
Forces are in eV/Å.

## Properties
* energy relative to the best compared isomer or geometry (same formula, charge and spin): 0.0000 eV
* charge: +1

=====

No. 7
Density functional theory data (ωB97M-V with the def2-TZVPD basis set) for C6H7MnN12O3 as an isolated structure.

Geometry as XYZ:
```
29
Properties=species:S:1:pos:R:3:forces:R:3
Mn 0.1631 0.4897 -0.8610 0.1 0.2 -0.5
N 0.0332 -2.8197 -1.6492 -0.1 0.0 0.0
C 1.2262 -2.2579 -1.5006 0.3 0.1 0.0
N 2.4177 -2.8673 -1.7184 -0.2 -0.2 0.0
N 3.3149 -1.9845 -1.4436 0.1 0.2 0.0
N 2.7380 -0.8217 -1.0620 0.0 0.0 0.1
N 1.4433 -0.9875 -1.0833 -0.4 0.1 -0.1
C -1.1405 -2.1583 -1.3629 -0.1 0.1 0.0
N -2.3359 -2.6968 -1.4141 0.1 -0.2 0.1
N -3.1603 -1.7163 -1.0269 -0.2 0.0 -0.2
N -2.5025 -0.6335 -0.7717 0.1 0.1 0.2
N -1.2030 -0.8816 -0.9644 0.5 0.4 -0.1
H -0.0254 -3.7790 -1.9821 0.0 0.0 0.0
C -0.2450 3.0430 1.6077 0.0 0.0 0.0
C 0.0143 1.6120 1.9090 0.0 0.0 0.0
N 0.1752 0.5804 1.0686 0.1 0.0 0.2
C 0.3367 -0.5638 1.8487 0.0 0.0 0.0
C 0.2761 -0.2175 3.1480 0.0 0.0 0.0
N 0.0751 1.1459 3.1595 0.0 0.0 0.0
H 0.0432 3.3057 0.5974 0.0 0.0 0.0
H 0.3132 3.6709 2.3010 0.0 0.0 0.0
H -1.3084 3.2570 1.7276 0.0 0.0 0.0
H 0.4846 -1.5383 1.4211 0.0 0.0 0.0
H 0.3582 -0.7969 4.0494 0.0 0.0 0.0
H -0.0193 1.7224 3.9815 0.0 0.0 0.0
O 0.0478 0.8500 -2.8445 -0.3 -0.4 0.2
N -0.4007 2.0207 -2.5648 0.0 -0.1 0.2
O -1.1747 2.6345 -3.1880 0.4 0.2 -0.2
O 0.0548 2.3884 -1.3821 -0.5 -0.4 0.3
```
Forces are in eV/Å.

## Properties
* energy relative to the best compared isomer or geometry (same formula, charge and spin): 0.3430 eV
* charge: +1
* 2S+1: 4

=====

No. 8
Density functional theory data (ωB97M-V with the def2-TZVPD basis set) for a 2-piece molecular cluster, C6H7N overall.

Geometry as XYZ:
```
14
Properties=species:S:1:pos:R:3:forces:R:3
N 2.8182 -0.4139 1.2388 -1.1 0.0 -0.1
C 1.6635 -0.3873 1.1764 1.0 0.0 0.1
C 0.1970 -0.3579 1.1160 0.0 0.0 0.0
C -0.3995 -1.5050 0.3294 -0.1 0.0 -0.1
C -1.2053 -1.0082 -0.6186 0.1 -0.1 0.1
C -1.1785 0.4626 -0.5666 0.1 0.1 0.1
C -0.3566 0.8620 0.4129 -0.1 0.0 -0.1
H -0.1765 -0.3869 2.1510 0.0 0.0 -0.1
H -0.1895 -2.5447 0.5490 0.0 0.2 0.0
H -1.7935 -1.5863 -1.3233 0.1 0.1 0.1
H -1.7362 1.1113 -1.2338 0.1 -0.1 0.1
H -0.1000 1.8758 0.6957 0.0 -0.2 0.0
H 1.2110 1.5735 -1.9010 0.0 0.1 0.0
H 1.2460 2.3050 -2.0258 0.0 0.0 0.0
```
Forces are in eV/Å.

## Properties
* energy relative to the best compared isomer or geometry (same formula, charge and spin): 2.3925 eV
* structure (SMILES): N#CC1C=CC=C1.[H][H]
* charge: 0

=====

No. 9
Density functional theory data (ωB97M-V with the def2-TZVPD basis set) for a single C6H7N molecule.

Geometry as XYZ:
```
14
Properties=species:S:1:pos:R:3:forces:R:3
C 2.1763 -0.1079 -0.4493 0.0 0.0 0.0
C 0.7195 -0.0047 -0.0801 0.0 0.0 0.0
C -0.2867 -0.3810 -0.9728 0.0 0.0 0.1
C -1.6152 -0.2720 -0.5818 0.1 0.0 0.0
C -1.8998 0.2101 0.6902 0.1 0.0 0.0
C -0.8303 0.5549 1.5096 0.0 0.0 0.0
N 0.4483 0.4560 1.1467 -0.2 -0.1 -0.2
H 2.3162 -0.1623 -1.5330 0.0 0.0 0.2
H 2.6211 -1.0045 -0.0030 -0.1 0.1 0.0
H 2.7200 0.7561 -0.0587 -0.1 -0.1 -0.1
H -0.0245 -0.7493 -1.9611 0.0 0.1 0.2
H -2.4153 -0.5545 -1.2617 0.1 0.0 0.1
H -2.9213 0.3222 1.0408 0.2 0.0 0.0
H -1.0086 0.9369 2.5142 0.0 -0.1 -0.2
```
Forces are in eV/Å.

## Properties
* energy relative to the best compared isomer or geometry (same formula, charge and spin): 0.0139 eV
* structure (SMILES): Cc1ccccn1
* charge: 0

=====

No. 10
Density functional theory data (ωB97M-V with the def2-TZVPD basis set) for a single C6H7N molecule.

Geometry as XYZ:
```
14
Properties=species:S:1:pos:R:3:forces:R:3
C 1.0801 -1.2397 0.2822 0.7 -5.3 -0.6
N 1.1060 -0.6031 1.4743 3.6 0.4 5.5
C 0.5645 0.6858 1.5072 1.5 -0.2 2.5
C 0.0503 0.8422 0.3288 -2.9 -2.7 -6.3
C 0.2704 -0.4947 -0.3970 -2.4 4.2 -1.7
C -0.7660 -0.3299 -1.5195 -2.2 1.1 8.0
C -1.0089 1.0968 -0.7701 -3.0 2.1 -1.6
H 1.3595 -2.4041 -0.0926 -0.4 3.5 2.0
H 1.7632 -0.7358 2.2800 -0.5 -0.6 -1.6
H 0.7917 1.3530 2.3722 -0.5 -0.9 -0.8
H -1.7316 -0.9078 -1.2471 1.9 0.4 -1.6
H -0.2569 -0.2822 -2.3305 2.0 -0.2 -6.2
H -1.1252 2.1887 -1.3981 0.7 -3.1 1.6
H -2.0971 0.8306 -0.4900 1.5 1.4 0.6
```
Forces are in eV/Å.

## Properties
* energy relative to the best compared isomer or geometry (same formula, charge and spin): 5.3209 eV
* structure (SMILES): c1[nH]cc2c1CC2
* charge: 0

=====

No. 11
Density functional theory data (ωB97M-V with the def2-TZVPD basis set) for a single C6H7N molecule.

Geometry as XYZ:
```
14
Properties=species:S:1:pos:R:3:forces:R:3
C -0.0410 -0.9128 1.0946 -1.0 -1.0 -1.8
C 0.0035 0.0555 -0.0089 -2.2 2.8 -1.1
C 1.1256 0.7286 -0.7472 0.1 0.2 -1.7
C 0.1677 1.5692 0.0288 -2.0 -1.6 -2.0
C 0.0703 2.7246 0.8605 -0.7 -1.5 -0.2
N -0.2836 3.5643 1.5637 0.4 0.4 0.1
C -1.1742 0.6983 -0.7751 3.5 1.3 3.5
H -0.9912 -1.2444 1.4785 -0.7 0.8 0.1
H 0.5754 -0.5857 1.8371 1.7 0.5 2.3
H 0.3008 -1.8099 0.6631 1.0 -1.5 -0.2
H 1.0323 0.8181 -1.8828 0.2 -0.3 1.5
H 2.1559 0.5783 -0.4571 0.0 0.1 0.5
H -2.0785 0.8836 -0.2557 -0.8 -0.2 0.5
H -1.2003 0.8565 -1.8087 0.4 -0.1 -1.4
```
Forces are in eV/Å.

## Properties
* energy relative to the best compared isomer or geometry (same formula, charge and spin): 3.7271 eV
* structure (SMILES): C[C@]12C[C@@]1(C#N)C2
* charge: 0

=====

No. 12
Density functional theory data (ωB97M-V with the def2-TZVPD basis set) for a single C6H7N molecule.

Geometry as XYZ:
```
14
Properties=species:S:1:pos:R:3:forces:R:3
N 2.3019 -0.4754 -0.5505 1.4 -1.9 0.3
C 1.5306 -1.3280 -0.3498 1.2 3.1 -0.8
C 0.0916 -1.0569 -0.2369 -0.4 -0.7 -0.1
C -0.2881 0.1322 -1.1168 1.1 0.7 -1.0
C 0.0559 1.3659 -0.2352 -3.6 -0.9 -0.8
C -0.4863 0.9514 0.8996 1.0 1.1 1.1
C -0.1726 -0.4871 1.1688 -0.9 -0.1 0.5
H -0.4338 -1.9585 -0.4839 -0.8 -0.2 0.2
H 0.2758 0.4418 -1.9649 0.6 -1.5 -1.5
H -1.3477 0.0153 -1.4407 0.5 0.6 0.6
H -0.1386 2.3312 -0.6902 0.4 0.2 0.3
H -1.0689 1.6004 1.5168 0.3 0.2 1.2
H 0.6788 -0.5229 1.8691 -0.3 -0.2 -0.4
H -0.9986 -1.0094 1.6146 -0.4 -0.3 0.4
```
Forces are in eV/Å.

## Properties
* energy relative to the best compared isomer or geometry (same formula, charge and spin): 3.8844 eV
* structure (SMILES): N#CC1CC=CC1
* charge: 0

=====

| no. | electronic energy (eV) | maximum force (eV/Å) |
| --- | --- | --- |
| 1 | -26959.38486 | 5.5 |
| 2 | -11093.91546 | 5.2 |
| 3 | -11100.03079 | 2.0 |
| 4 | -19884.53565 | 9.5 |
| 5 | -25510.08398 | 0.7 |
| 6 | -13329.92322 | 3.1 |
| 7 | -61666.17518 | 0.7 |
| 8 | -7823.25477 | 1.1 |
| 9 | -7825.63332 | 0.2 |
| 10 | -7820.32632 | 8.3 |
| 11 | -7821.92012 | 5.1 |
| 12 | -7821.76283 | 3.8 |